Record 1
Here is 2 unconnected molecules or ions with the total composition C5H10O7P2 in a non-equilibrium geometry from the OMol25 dataset. Energies are from ωB97M-V/def2-TZVPD.

Values from the calculation:
- Gap between HOMO and LUMO: 7.127 eV
- E_LUMO: 6.231 eV
- Energy: -1406.0588 hartree
- HOMO: -0.896 eV
- Multiplicity: 1
- Charge: -2
- ΔE to the lowest compared entry with this formula, charge and spin: 0.000 eV

The geometry in XYZ format:
```
24
C5H10O7P2 ωB97M-V/def2-TZVPD
C -1.532 0.087 -1.170
C -0.270 -2.602 1.010
C 0.871 2.804 -0.816
C 1.001 -1.814 1.300
C 0.976 1.505 -0.019
O -2.340 0.316 1.556
O -2.887 1.942 -0.354
O -1.611 0.226 -2.296
O -3.865 -0.434 -0.373
O 2.777 -1.208 -2.024
O 1.902 -1.810 0.234
O 1.966 0.678 -0.537
P -2.867 0.537 0.191
P 1.597 -0.887 -1.199
H -0.882 -2.661 1.907
H -0.838 -2.092 0.239
H -0.018 -3.603 0.664
H 0.628 2.573 -1.851
H 0.084 3.425 -0.397
H 1.821 3.342 -0.790
H 1.544 -2.273 2.145
H 0.726 -0.791 1.587
H -0.004 1.000 -0.038
H 1.221 1.739 1.029
```

Löwdin atomic charge list, values in e, 6 entries: -0.123, -0.104, -0.092, -0.378, -0.398, -0.378

=====

Record 2
Here is 2 unconnected molecules or ions with the total composition C5H10O8 in a non-equilibrium geometry from the OMol25 dataset. Energies are from ωB97M-V/def2-TZVPD.

Values from the calculation:
- Gap between HOMO and LUMO (alpha / beta): 7.358 / 7.300 eV
- E_LUMO (alpha / beta): -2.191 / -2.248 eV
- SMILES: C[C@@](C=O)(OO)[C@@H](CO)OO.O=O
- Energy: -798.0460 hartree
- HOMO (alpha / beta): -9.549 / -9.549 eV
- Multiplicity: 1
- Charge: 0
- ΔE to the lowest compared entry with this formula, charge and spin: 0.000 eV

The geometry in XYZ format:
```
23
C5H10O8 ωB97M-V/def2-TZVPD
C -5.804 1.309 1.340
C -4.874 0.761 0.275
C -5.612 0.493 -1.116
O -6.515 -0.318 -1.256
O -3.813 1.660 0.080
O -4.478 2.942 -0.281
C -4.164 -0.513 0.772
C -3.056 -1.065 -0.114
O -2.022 -0.136 -0.242
O -3.694 -0.251 2.067
O -3.016 -1.495 2.513
H -6.614 0.612 1.555
H -5.248 1.487 2.257
H -6.243 2.242 0.996
H -5.150 1.177 -1.861
H -3.797 3.409 -0.804
H -4.906 -1.311 0.815
H -2.702 -1.974 0.379
H -3.473 -1.295 -1.107
H -1.264 -0.575 -0.648
H -3.785 -1.846 2.991
O -5.571 -2.547 3.470
O -6.143 -2.279 2.402
```

Löwdin atomic charge list, values in e, 6 entries: 0.007, -0.435, -0.124, 0.073, -0.067, -0.016

=====

Record 3
Here is a molecular structure, C5H10OPY in a non-equilibrium geometry from the OMol25 dataset. Energies are from ωB97M-V/def2-TZVPD.

Values from the calculation:
- Gap between HOMO and LUMO (alpha / beta): 5.062 / 5.053 eV
- E_LUMO (alpha / beta): -0.655 / -0.636 eV
- Energy: -651.2205 hartree
- HOMO (alpha / beta): -5.717 / -5.689 eV
- Multiplicity: 1
- Charge: 0
- ΔE to the lowest compared entry with this formula, charge and spin: 1.302 eV

The geometry in XYZ format:
```
18
C5H10OPY ωB97M-V/def2-TZVPD
C 0.704 -1.006 0.453
C 0.641 -1.999 1.448
C -0.484 -2.818 1.147
C -1.027 -2.429 -0.100
C -0.387 -1.243 -0.498
Y -0.552 1.889 -0.536
P 1.842 3.222 -1.513
H 1.524 -0.323 0.193
H 1.353 -2.081 2.275
H -0.929 -3.550 1.833
H -0.272 -0.839 -1.519
H -1.811 -2.906 -0.684
H 2.166 3.327 -2.891
H 3.191 3.453 -1.119
H 1.443 4.584 -1.389
O -2.277 1.151 0.724
H -2.575 0.229 0.513
H -2.548 1.339 1.663
```

Löwdin atomic charge list, values in e, 6 entries: -0.273, -0.174, -0.171, -0.201, -0.335, 0.816

=====

Record 4
Here is a molecular structure, C5H10OReSSbSe4 from the OMol25 dataset. Energies are from ωB97M-V/def2-TZVPD.

Values from the calculation:
- Gap between HOMO and LUMO: 5.836 eV
- E_LUMO: -9.507 eV
- Energy: -10593.5289 hartree
- HOMO: -15.343 eV
- Multiplicity: 1
- Charge: +2
- ΔE to the lowest compared entry with this formula, charge and spin: 0.000 eV

The geometry in XYZ format:
```
23
C5H10OReSSbSe4 ωB97M-V/def2-TZVPD
Re 1.338 -1.305 1.604
Se 1.741 -2.233 -2.389
Sb 3.281 -3.084 -0.864
Se 0.546 -3.329 1.531
Se 3.627 -1.361 1.126
Se 4.375 -4.995 -0.201
O 0.392 0.129 0.749
S 0.200 0.740 -0.743
C -0.549 2.343 -0.344
C -1.800 2.410 -1.218
C -2.461 1.037 -1.100
C -1.353 0.006 -1.333
H 0.190 3.123 -0.508
H -0.797 2.272 0.717
H -1.538 2.629 -2.254
H -2.444 3.216 -0.869
H -3.248 0.903 -1.839
H -2.905 0.904 -0.113
H -1.178 -0.206 -2.389
H -1.469 -0.941 -0.804
C 1.316 -0.908 3.402
H 1.602 0.146 3.544
H 1.136 -1.495 4.295
```

Löwdin atomic charge list, values in e, 6 entries: 0.606, 0.092, 0.093, 0.475, 0.257, 0.207

=====

Record 5
Here is a single C5H10OS molecule in a non-equilibrium geometry from the OMol25 dataset. Energies are from ωB97M-V/def2-TZVPD.

Values from the calculation:
- Gap between HOMO and LUMO: 9.473 eV
- E_LUMO: 0.957 eV
- SMILES: CSCCCC=O
- Energy: -669.9068 hartree
- HOMO: -8.516 eV
- Multiplicity: 1
- Charge: 0
- ΔE to the lowest compared entry with this formula, charge and spin: 0.806 eV

The geometry in XYZ format:
```
17
C5H10OS ωB97M-V/def2-TZVPD
C -0.268 2.263 -2.208
S -0.664 1.365 -0.677
C 0.503 -0.036 -0.768
C 1.242 -0.173 0.562
C 0.368 -0.660 1.716
C 0.172 -2.163 1.588
O -0.867 -2.633 1.230
H -0.315 1.606 -3.069
H -1.020 3.040 -2.247
H 0.698 2.747 -2.085
H 1.201 0.185 -1.569
H -0.091 -0.938 -0.881
H 1.824 0.702 0.776
H 2.039 -0.921 0.431
H 0.681 -0.197 2.655
H -0.663 -0.282 1.667
H 1.090 -2.748 1.812
```

Löwdin atomic charge list, values in e, 6 entries: -0.416, 0.792, -0.476, -0.292, -0.179, -0.278

=====

Record 6
Here is a single C5H10OS molecule from the OMol25 dataset. Energies are from ωB97M-V/def2-TZVPD.

Values from the calculation:
- Gap between HOMO and LUMO: 9.580 eV
- E_LUMO: 0.949 eV
- SMILES: CSCCCC=O
- Energy: -669.9132 hartree
- HOMO: -8.631 eV
- Multiplicity: 1
- Charge: 0
- ΔE to the lowest compared entry with this formula, charge and spin: 0.631 eV

The geometry in XYZ format:
```
17
C5H10OS ωB97M-V/def2-TZVPD
C -2.443 1.864 -0.226
S -1.150 0.995 -1.150
C 0.218 0.898 0.082
C 0.367 -0.479 0.702
C 0.784 -1.554 -0.335
C 2.244 -1.869 -0.179
O 3.122 -1.261 -0.727
H -2.723 2.751 -0.782
H -3.308 1.217 -0.116
H -2.120 2.154 0.772
H 0.006 1.691 0.792
H 1.118 1.156 -0.465
H -0.536 -0.794 1.213
H 1.127 -0.406 1.482
H 0.178 -2.449 -0.215
H 0.610 -1.204 -1.351
H 2.506 -2.711 0.502
```

Löwdin atomic charge list, values in e, 6 entries: -0.417, 0.795, -0.479, -0.257, -0.172, -0.285

=====

Record 7
Here is a single C5H10OS2 molecule in a non-equilibrium geometry from the OMol25 dataset. Energies are from ωB97M-V/def2-TZVPD.

Values from the calculation:
- Gap between HOMO and LUMO: 9.068 eV
- E_LUMO: 0.587 eV
- SMILES: CSC(=S)OC(C)C
- Energy: -1068.1011 hartree
- HOMO: -8.480 eV
- Multiplicity: 1
- Charge: 0
- ΔE to the lowest compared entry with this formula, charge and spin: 0.406 eV

The geometry in XYZ format:
```
18
C5H10OS2 ωB97M-V/def2-TZVPD
C -2.935 1.198 0.011
S -1.167 0.886 -0.004
C -1.119 -0.859 -0.021
S -2.434 -1.834 -0.028
O 0.082 -1.459 -0.016
C 1.399 -0.810 -0.003
C 1.714 0.001 -1.299
C 1.643 -0.041 1.307
H -3.079 2.259 -0.051
H -3.387 0.796 -0.875
H -3.377 0.744 0.921
H 1.968 -1.740 0.025
H 2.813 0.151 -1.329
H 1.209 0.967 -1.356
H 1.440 -0.543 -2.181
H 1.357 -0.712 2.141
H 1.098 0.932 1.391
H 2.775 0.066 1.368
```

Löwdin atomic charge list, values in e, 6 entries: -0.422, 0.904, -1.147, 0.686, -0.182, -0.398

=====

Record 8
Here is 2 unconnected molecules or ions with the total composition C5H10P2S in a non-equilibrium geometry from the OMol25 dataset. Energies are from ωB97M-V/def2-TZVPD.

Values from the calculation:
- Gap between HOMO and LUMO (alpha / beta): 8.085 / 8.086 eV
- E_LUMO (alpha / beta): -0.424 / -0.424 eV
- Energy: -1277.3079 hartree
- HOMO (alpha / beta): -8.509 / -8.510 eV
- Multiplicity: 1
- Charge: 0
- ΔE to the lowest compared entry with this formula, charge and spin: 0.317 eV

The geometry in XYZ format:
```
18
C5H10P2S ωB97M-V/def2-TZVPD
C 0.070 -0.349 -0.505
C -2.194 0.343 -0.158
C -2.500 1.783 -0.157
C 2.253 -1.050 0.490
C 1.267 -1.260 -0.653
P -1.187 -0.807 0.813
P -1.533 -0.859 -1.341
S -4.539 -0.620 0.196
H 0.334 0.708 -0.562
H -2.958 2.086 0.785
H -3.170 2.032 -0.977
H -1.570 2.349 -0.280
H 3.083 -1.746 0.407
H 1.754 -1.211 1.445
H 2.646 -0.036 0.479
H 0.935 -2.302 -0.663
H 1.755 -1.056 -1.611
H -4.258 -0.955 1.450
```

Löwdin atomic charge list, values in e, 6 entries: -0.748, -0.912, -0.201, -0.125, -0.362, 0.820

=====

Record 9
Here is a single C5H10S molecule in a non-equilibrium geometry from the OMol25 dataset. Energies are from ωB97M-V/def2-TZVPD.

Values from the calculation:
- Gap between HOMO and LUMO: 9.311 eV
- E_LUMO: 1.018 eV
- SMILES: CS[C@@H]1C[C@@H]1C
- Energy: -594.6390 hartree
- HOMO: -8.293 eV
- Multiplicity: 1
- Charge: 0
- ΔE to the lowest compared entry with this formula, charge and spin: 1.527 eV

The geometry in XYZ format:
```
16
C5H10S ωB97M-V/def2-TZVPD
C -0.476 0.626 2.657
S 0.567 0.998 1.171
C -0.447 0.226 0.005
C -0.307 -1.225 -0.462
C -0.152 -0.044 -1.414
C 1.222 0.220 -1.976
H -0.115 1.070 3.580
H -1.578 0.870 2.557
H -0.374 -0.492 2.858
H -1.547 0.329 0.134
H 0.630 -1.637 -0.092
H -1.100 -1.938 -0.607
H -0.975 0.052 -2.177
H 1.430 -0.420 -2.810
H 2.022 0.061 -1.184
H 1.200 1.305 -2.241
```

Löwdin atomic charge list, values in e, 6 entries: -0.392, 0.833, -0.665, -0.123, -0.375, -0.092

=====

Record 10
Here is a single C5H10S molecule in a non-equilibrium geometry from the OMol25 dataset. Energies are from ωB97M-V/def2-TZVPD.

Values from the calculation:
- Gap between HOMO and LUMO: 9.374 eV
- E_LUMO: 0.984 eV
- SMILES: CSC1(C)CC1
- Energy: -594.6439 hartree
- HOMO: -8.390 eV
- Multiplicity: 1
- Charge: 0
- ΔE to the lowest compared entry with this formula, charge and spin: 1.393 eV

The geometry in XYZ format:
```
16
C5H10S ωB97M-V/def2-TZVPD
C -0.799 0.677 1.818
S -0.709 1.051 0.098
C 0.196 -0.415 -0.297
C -0.489 -1.739 -0.150
C 0.987 -0.275 -1.632
C 1.705 -0.193 -0.284
H -1.468 1.407 2.352
H 0.214 0.811 2.238
H -1.338 -0.249 1.877
H -1.473 -1.669 -0.650
H 0.038 -2.582 -0.571
H -0.606 -1.955 0.877
H 1.156 -1.172 -2.246
H 0.863 0.694 -2.234
H 2.153 0.704 0.091
H 2.196 -1.131 -0.023
```

Löwdin atomic charge list, values in e, 6 entries: -0.424, 0.858, -0.798, -0.094, -0.142, -0.144

=====

Record 11
Here is a single C5H10S molecule in a non-equilibrium geometry from the OMol25 dataset. Energies are from ωB97M-V/def2-TZVPD.

Values from the calculation:
- Gap between HOMO and LUMO: 9.275 eV
- E_LUMO: 0.996 eV
- SMILES: CSCC1CC1
- Energy: -594.6086 hartree
- HOMO: -8.279 eV
- Multiplicity: 1
- Charge: 0
- ΔE to the lowest compared entry with this formula, charge and spin: 2.352 eV

The geometry in XYZ format:
```
16
C5H10S ωB97M-V/def2-TZVPD
C 2.348 0.371 -0.346
S 1.480 0.927 1.115
C -0.002 -0.200 1.126
C -0.697 -0.668 0.017
C -2.141 -0.367 -0.074
C -1.156 0.451 -0.790
H 3.066 -0.356 -0.051
H 1.761 0.268 -1.312
H 3.057 1.099 -0.532
H 0.438 -0.970 1.702
H -0.619 0.449 1.744
H -0.296 -1.613 -0.394
H -2.710 -0.062 0.735
H -2.612 -1.139 -0.670
H -0.960 1.468 -0.368
H -0.960 0.342 -1.902
```

Löwdin atomic charge list, values in e, 6 entries: -0.434, 0.802, -0.494, -0.426, -0.107, -0.154

=====

Record 12
Here is a single C5H10S2 molecule in a non-equilibrium geometry from the OMol25 dataset. Energies are from ωB97M-V/def2-TZVPD.

Values from the calculation:
- Gap between HOMO and LUMO (alpha / beta): 7.216 / 7.340 eV
- E_LUMO (alpha / beta): 0.126 / 0.267 eV
- Energy: -992.7448 hartree
- HOMO (alpha / beta): -7.091 / -7.073 eV
- Multiplicity: 1
- Charge: 0
- ΔE to the lowest compared entry with this formula, charge and spin: 3.224 eV

The geometry in XYZ format:
```
17
C5H10S2 ωB97M-V/def2-TZVPD
C -2.054 1.095 0.040
C 0.586 1.745 0.081
C -3.193 0.110 0.144
C 2.389 -1.423 -0.490
C 2.336 -0.209 0.479
S -0.542 0.628 -0.415
S 2.308 1.455 -0.330
H -2.296 2.053 0.209
H 0.253 2.864 0.255
H -2.928 -1.000 -0.078
H -4.131 0.341 -0.449
H -3.492 0.016 1.290
H 2.119 -2.337 0.148
H 1.510 -1.425 -1.193
H 3.435 -1.459 -0.833
H 3.178 -0.099 1.204
H 1.418 -0.253 0.963
```

Löwdin atomic charge list, values in e, 6 entries: -0.533, -0.841, -0.211, -0.163, -0.566, 0.946

=====

Record 13
Here is a molecular structure, C5H11AgCl4O5P in a non-equilibrium geometry from the OMol25 dataset. Energies are from ωB97M-V/def2-TZVPD.

Values from the calculation:
- Gap between HOMO and LUMO (alpha / beta): 4.490 / 4.205 eV
- E_LUMO (alpha / beta): 4.121 / 4.121 eV
- Expectation value of S²: 0.76
- Energy: -2902.3614 hartree
- HOMO (alpha / beta): -0.368 / -0.084 eV
- Multiplicity: 2
- Charge: -2
- ΔE to the lowest compared entry with this formula, charge and spin: 1.449 eV

The geometry in XYZ format:
```
27
C5H11AgCl4O5P ωB97M-V/def2-TZVPD
Ag -0.304 2.062 -0.007
P 1.052 4.200 -1.183
O -0.041 4.099 -0.056
O 2.510 4.559 -0.775
O 0.667 4.868 -2.489
O 1.276 2.625 -1.336
C -2.363 0.280 -1.872
O -1.456 1.352 -1.845
H -3.377 0.522 -1.491
H -2.425 -0.275 -2.819
H -1.988 -0.353 -1.042
Cl -1.305 -2.518 1.539
C -0.598 -1.672 2.916
C -1.421 -0.501 3.388
Cl -1.460 0.760 2.167
H 0.391 -1.312 2.632
H -0.520 -2.405 3.721
H -1.061 -0.078 4.325
H -2.437 -0.864 3.566
Cl 1.294 -0.295 0.066
C 2.213 -1.654 -0.554
C 1.579 -2.408 -1.688
Cl 1.143 -1.326 -3.005
H 2.452 -2.333 0.271
H 3.185 -1.251 -0.845
H 0.682 -2.985 -1.470
H 2.312 -3.096 -2.115
```

Löwdin atomic charge list, values in e, 6 entries: 0.622, -0.071, -0.531, -0.411, -0.449, -0.383